(1)
{"formula": "C35H40AsGe2NNi", "method": "ωB97M-V/def2-TZVPD", "species": ["Ni", "C", "C", "C", "C", "N", "C", "C", "C", "C", "C", "C", "C", "H", "H", "H", "H", "H", "H", "H", "H", "C", "As", "C", "C", "C", "C", "C", "C", "C", "C", "H", "H", "H", "H", "H", "H", "H", "H", "H", "H", "H", "H", "H", "C", "Ge", "C", "C", "Ge", "C", "C", "C", "C", "C", "C", "C", "C", "C", "C", "C", "C", "H", "H", "H", "H", "H", "H", "H", "H", "H", "H", "H", "H", "H", "H", "H", "H", "H", "H", "H"], "positions_angstrom": [[0.41838, 0.23041, -0.91186], [1.51532, -1.46786, -4.72172], [0.91429, -0.56161, -5.58535], [0.28672, 0.55583, -5.06664], [0.26150, 0.75934, -3.68990], [0.83084, -0.14391, -2.86795], [1.44299, -1.21837, -3.36762], [-0.35919, 1.91896, -3.02273], [-0.95448, 2.96302, -3.72955], [-1.52377, 4.03051, -3.05699], [-1.50774, 4.06340, -1.67138], [-0.90938, 3.03086, -0.95796], [-0.33005, 1.95714, -1.61736], [2.01982, -2.34800, -5.09325], [0.93676, -0.72553, -6.65432], [-0.18266, 1.26732, -5.72867], [1.88874, -1.90161, -2.65374], [-0.97585, 2.95648, -4.81175], [-1.97267, 4.83981, -3.61691], [-1.95800, 4.89453, -1.14298], [-0.91452, 3.09347, 0.12559], [4.16316, 0.46537, -0.03021], [2.29442, 0.41017, 0.51271], [2.48392, -0.60198, 2.16178], [2.04595, 2.28456, 1.09793], [2.67939, 2.65340, 2.40150], [2.06453, 2.29813, 3.60219], [2.61182, 2.68116, 4.81494], [3.78361, 3.42612, 4.84704], [4.40826, 3.77299, 3.65893], [3.86201, 3.38617, 2.44342], [4.72555, 0.94585, 0.77014], [4.27912, 1.03728, -0.94905], [4.54887, -0.54021, -0.18631], [3.15841, -0.05631, 2.81966], [2.90583, -1.58115, 1.93828], [1.52181, -0.73351, 2.65175], [0.97117, 2.45633, 1.12803], [2.44914, 2.87188, 0.27147], [1.14457, 1.72368, 3.57680], [2.12076, 2.40269, 5.73879], [4.20365, 3.73622, 5.79433], [5.31999, 4.35574, 3.67810], [4.34986, 3.66769, 1.51686], [-1.74993, -4.97158, 0.61035], [-0.66912, -3.66667, -0.40293], [-0.75249, -4.08221, -2.33412], [1.23312, -3.76283, 0.16091], [-1.19919, -1.20342, -0.11609], [-1.26984, -0.78872, 1.82545], [-0.92710, -1.76437, 2.76081], [-1.00212, -1.50167, 4.12100], [-1.40749, -0.24947, 4.56324], [-1.73232, 0.73807, 3.64310], [-1.65397, 0.47252, 2.28343], [-3.01309, -0.84873, -0.81393], [-3.57912, 0.42449, -0.82429], [-4.87367, 0.61578, -1.28234], [-5.61385, -0.46164, -1.74911], [-5.05482, -1.73092, -1.75881], [-3.75853, -1.91974, -1.30279], [-1.38118, -5.96961, 0.36958], [-2.80186, -4.91442, 0.33432], [-1.66210, -4.81829, 1.68477], [-0.19470, -4.99951, -2.52735], [-0.31453, -3.27527, -2.92177], [-1.78028, -4.22716, -2.66500], [1.72726, -4.61144, -0.31387], [1.32197, -3.87972, 1.24155], [1.75442, -2.84797, -0.12818], [-0.60441, -2.74253, 2.42069], [-0.74245, -2.27275, 4.83525], [-1.47421, -0.04538, 5.62394], [-2.05341, 1.71419, 3.98548], [-1.90981, 1.24991, 1.57031], [-3.00760, 1.27667, -0.48026], [-5.30326, 1.60968, -1.27767], [-6.62270, -0.31178, -2.11051], [-5.62379, -2.57534, -2.12639], [-3.32669, -2.91465, -1.31484]], "forces_ev_per_angstrom": [[0.3, 1.1, -1.4], [0.0, 0.0, -0.1], [0.0, 0.0, 0.1], [0.0, 0.0, 0.0], [0.0, -0.1, -0.1], [0.0, 0.0, 0.3], [0.1, -0.1, -0.1], [-0.1, 0.2, 0.3], [0.0, -0.1, -0.1], [0.0, 0.0, 0.0], [0.0, 0.0, 0.0], [0.0, 0.1, 0.0], [0.4, -0.5, 0.2], [0.0, 0.0, 0.0], [0.0, 0.0, 0.0], [0.0, 0.0, 0.0], [0.0, 0.0, 0.0], [0.0, 0.0, 0.0], [0.0, 0.0, 0.0], [0.0, 0.0, 0.0], [0.0, -0.1, 0.0], [-0.1, 0.0, -0.2], [0.7, 0.5, 0.6], [-0.1, 0.0, -0.1], [0.0, -0.2, 0.0], [0.0, 0.0, 0.1], [0.0, 0.0, -0.1], [0.0, 0.0, 0.0], [0.0, 0.0, 0.0], [0.1, 0.0, 0.0], [0.0, -0.1, 0.0], [0.0, 0.0, 0.0], [0.0, 0.0, 0.0], [0.0, 0.0, 0.0], [0.0, 0.0, 0.0], [0.0, 0.0, -0.1], [0.0, 0.0, 0.0], [0.0, 0.0, 0.0], [-0.1, 0.0, 0.0], [0.0, 0.0, 0.0], [0.0, 0.0, 0.0], [0.0, 0.0, 0.0], [0.0, 0.0, 0.0], [0.0, 0.0, 0.0], [0.1, 0.3, -0.1], [0.4, 0.3, -0.2], [0.0, 0.1, 0.3], [-0.3, -0.1, -0.1], [-1.9, -1.9, 1.1], [0.3, 0.2, -0.4], [0.0, 0.0, -0.1], [0.0, 0.0, 0.0], [0.0, 0.0, 0.0], [0.0, 0.1, 0.0], [0.0, 0.0, -0.1], [0.5, 0.1, -0.1], [0.0, 0.0, 0.0], [0.0, 0.1, 0.0], [0.0, 0.0, 0.0], [0.0, 0.0, 0.0], [0.1, 0.0, 0.1], [0.0, 0.0, 0.0], [0.0, 0.0, 0.0], [0.0, 0.0, 0.0], [0.0, 0.0, 0.0], [0.0, 0.0, 0.0], [0.0, 0.0, 0.0], [0.0, 0.0, 0.0], [0.0, 0.0, 0.0], [0.0, 0.0, 0.0], [0.0, 0.0, 0.1], [0.0, 0.0, 0.0], [0.0, 0.0, 0.0], [0.0, 0.0, 0.0], [0.0, 0.0, 0.1], [0.0, 0.0, 0.0], [0.0, 0.0, 0.0], [0.0, 0.0, 0.0], [0.0, 0.0, 0.0], [-0.1, 0.0, 0.0]], "total_energy_ha": -9310.1159, "max_force_ev_per_a": 2.91, "charge": 1, "multiplicity": 4, "gap_ev": [7.73, 6.53]}

(2)
{"formula": "C4H5N3O", "method": "ωB97M-V/def2-TZVPD", "species": ["O", "C", "N", "C", "N", "N", "C", "C", "H", "H", "H", "H", "H"], "positions_angstrom": [[-3.25442, 0.19411, 0.10560], [-1.89195, 0.12029, -0.05823], [-1.11009, 1.27141, 0.02254], [0.13495, 0.79848, -0.14919], [-0.00506, -0.51723, -0.09994], [-1.24666, -0.96540, -0.27121], [1.46613, -0.76513, 0.16862], [1.68090, 0.77915, -0.07320], [-3.58076, -0.80273, 0.02908], [1.60189, -1.07452, 1.25573], [1.89353, -1.38327, -0.53720], [2.03524, 1.03356, -1.08548], [2.27630, 1.31126, 0.69287]], "forces_ev_per_angstrom": [[0.4, -3.1, -0.8], [-0.9, 3.4, 0.1], [-0.5, 1.1, -0.7], [-2.7, -0.8, 2.3], [4.0, -0.3, -1.8], [0.5, -2.5, 1.5], [-1.6, 0.8, 1.8], [-0.8, 0.1, -0.2], [1.0, 3.1, 0.3], [0.1, 0.3, -1.5], [1.2, -1.6, -1.2], [0.3, -0.3, 0.5], [-0.8, -0.1, -0.4]], "total_energy_ha": -394.8376, "max_force_ev_per_a": 4.37, "smiles": "Oc1nc2n(n1)CC2", "charge": 0, "multiplicity": 1, "gap_ev": 9.83}

(3)
{"formula": "C45H64F8O31", "method": "ωB97M-V/def2-TZVPD", "species": ["F", "C", "F", "C", "F", "F", "C", "O", "C", "F", "F", "C", "F", "F", "H", "H", "H", "H", "C", "C", "C", "O", "C", "O", "O", "H", "H", "H", "H", "H", "H", "C", "C", "C", "O", "C", "O", "O", "H", "H", "H", "H", "H", "H", "C", "C", "C", "O", "C", "O", "O", "H", "H", "H", "H", "H", "H", "C", "C", "C", "O", "C", "O", "O", "H", "H", "H", "H", "H", "H", "C", "C", "C", "O", "C", "O", "O", "H", "H", "H", "H", "H", "H", "C", "C", "C", "O", "C", "O", "O", "H", "H", "H", "H", "H", "H", "C", "C", "C", "O", "C", "O", "O", "H", "H", "H", "H", "H", "H", "C", "C", "C", "O", "C", "O", "O", "H", "H", "H", "H", "H", "H", "C", "C", "C", "O", "C", "O", "O", "H", "H", "H", "H", "H", "H", "C", "C", "C", "O", "C", "O", "O", "H", "H", "H", "H", "H", "H"], "positions_angstrom": [[-24.64085, -9.64094, 1.21818], [-23.77234, -9.07890, 2.11850], [-23.01568, -10.03111, 2.69153], [-23.00177, -7.92155, 1.50837], [-22.18115, -8.37478, 0.48033], [-22.22008, -7.35800, 2.44708], [-23.93305, -6.96012, 0.77265], [-24.95953, -6.47193, 1.62440], [-25.15897, -5.10344, 1.85460], [-25.39843, -4.55298, 0.64268], [-26.25219, -5.08706, 2.61155], [-23.96843, -4.48844, 2.60718], [-22.85583, -4.37940, 1.84800], [-24.30902, -3.26121, 3.05731], [-24.47565, -8.65531, 2.84970], [-24.46157, -7.54378, 0.02364], [-23.33994, -6.17146, 0.31372], [-23.72809, -5.17956, 3.42150], [-24.01063, -6.40163, -4.48778], [-22.67481, -7.10513, -4.48132], [-22.65355, -8.37358, -3.63251], [-21.87145, -9.26699, -4.42255], [-21.73788, -8.79290, -5.68654], [-21.13806, -9.33297, -6.55158], [-22.37887, -7.59820, -5.79922], [-24.08282, -5.74334, -5.36043], [-24.05914, -5.65635, -3.69195], [-24.83954, -7.10046, -4.57128], [-21.83829, -6.47005, -4.18721], [-23.66994, -8.77688, -3.56195], [-22.27292, -8.25249, -2.62193], [-19.22165, -6.33539, -6.38050], [-18.05847, -7.00739, -5.68674], [-17.64233, -6.30644, -4.39577], [-17.43368, -7.37574, -3.46597], [-18.04441, -8.48126, -3.95242], [-18.23532, -9.46057, -3.31579], [-18.33128, -8.34927, -5.25565], [-20.08086, -6.00891, -5.79366], [-19.62127, -7.04153, -7.11904], [-18.91847, -5.50018, -7.01712], [-17.31010, -7.08289, -6.47798], [-18.41773, -5.68361, -3.95557], [-16.73656, -5.73583, -4.60540], [-17.08392, -5.10717, 0.74927], [-18.45363, -5.58838, 0.34454], [-19.55274, -4.55798, 0.54870], [-20.37466, -4.67486, -0.60425], [-19.77767, -5.50190, -1.49658], [-20.30359, -5.79246, -2.52522], [-18.53712, -5.81069, -1.08744], [-16.95258, -5.09788, 1.82441], [-16.96907, -4.11582, 0.28936], [-16.25884, -5.63194, 0.26445], [-18.64913, -6.55591, 0.80714], [-19.14792, -3.55445, 0.69322], [-20.08020, -4.77728, 1.46463], [-17.42401, -8.88360, 0.52430], [-16.56556, -9.77813, -0.33096], [-15.70002, -9.02834, -1.35987], [-14.33842, -9.22560, -0.91729], [-14.31098, -10.06794, 0.13638], [-13.32941, -10.39100, 0.70972], [-15.55968, -10.37696, 0.52925], [-17.63067, -9.37790, 1.47902], [-18.37311, -8.57970, 0.08787], [-16.87944, -7.98406, 0.83250], [-17.13580, -10.60621, -0.74417], [-15.82170, -7.94581, -1.32461], [-15.84325, -9.39842, -2.37118], [-21.37074, -7.07967, 6.35966], [-20.93606, -5.65107, 6.13763], [-19.67010, -5.25628, 6.92083], [-18.79580, -4.74174, 5.91221], [-19.40420, -4.73209, 4.72122], [-18.98880, -4.25129, 3.73207], [-20.60443, -5.38220, 4.78064], [-20.49522, -7.71883, 6.25050], [-22.17108, -7.29991, 5.65569], [-21.76788, -7.23012, 7.36292], [-21.73402, -4.97673, 6.46509], [-19.21664, -6.16519, 7.32995], [-19.77168, -4.56206, 7.74907], [-17.95104, -8.36402, 4.46153], [-16.49372, -7.98644, 4.45877], [-15.47620, -9.01816, 4.01885], [-14.49573, -8.22757, 3.39108], [-15.11189, -7.13343, 2.88379], [-14.57514, -6.38462, 2.13739], [-16.32785, -6.99427, 3.42526], [-18.32317, -8.61040, 3.46915], [-18.54723, -7.51850, 4.80903], [-18.14425, -9.17456, 5.16760], [-16.22448, -7.59571, 5.44469], [-15.91400, -9.77157, 3.35083], [-15.14361, -9.65469, 4.83862], [-15.73316, -1.31141, 1.54842], [-14.46255, -0.58083, 1.15993], [-13.61262, -1.44223, 0.22007], [-13.70576, -0.72805, -1.00932], [-14.46421, 0.38505, -0.90036], [-14.69962, 1.10447, -1.80149], [-14.92676, 0.52476, 0.35508], [-16.11192, -1.92345, 0.72610], [-16.62140, -0.74293, 1.81917], [-15.57670, -2.07188, 2.32579], [-13.99323, -0.14575, 2.03901], [-14.04279, -2.43863, 0.14156], [-12.56411, -1.51333, 0.50380], [-16.15789, -2.63044, -2.70623], [-17.18690, -1.54559, -2.55182], [-18.63810, -1.89462, -2.98158], [-19.39807, -1.69319, -1.79784], [-18.62227, -1.24061, -0.79052], [-19.02661, -0.98899, 0.29319], [-17.32808, -1.24780, -1.15340], [-15.63623, -2.69453, -3.66161], [-16.56208, -3.64466, -2.57572], [-15.38602, -2.54275, -1.93938], [-16.80455, -0.67442, -3.08105], [-18.71999, -2.90329, -3.37776], [-18.93479, -1.13163, -3.70040], [-13.12162, -6.17479, -0.75039], [-12.28670, -5.34180, 0.19453], [-11.63613, -6.24047, 1.30419], [-10.22661, -5.98330, 1.20421], [-9.98740, -5.16235, 0.16728], [-8.90950, -4.83050, -0.18363], [-11.12468, -4.83393, -0.47268], [-13.14626, -5.70403, -1.73747], [-14.12046, -6.27254, -0.33018], [-12.70371, -7.16352, -0.93353], [-12.81220, -4.57277, 0.75849], [-11.78793, -7.30503, 1.13930], [-11.96276, -5.96669, 2.30254], [-24.72247, -1.75737, -0.45140], [-23.66628, -1.71142, -1.53729], [-22.79449, -2.95404, -1.62902], [-22.87200, -3.35316, -2.99885], [-23.73131, -2.53228, -3.67148], [-23.89626, -2.58596, -4.83957], [-24.29786, -1.64766, -2.81737], [-24.37476, -2.01200, 0.54528], [-25.57063, -2.37546, -0.75007], [-25.18257, -0.76833, -0.34405], [-23.01885, -0.84777, -1.36788], [-23.06104, -3.69442, -0.87166], [-21.73795, -2.75213, -1.44389]], "forces_ev_per_angstrom": [[0.9, -0.1, -0.3], [-1.9, 0.2, 0.9], [0.2, 0.2, -0.4], [0.3, -0.6, -1.9], [-0.1, 0.0, 0.8], [-0.1, 0.2, 0.1], [-0.3, 0.3, 0.2], [0.1, 0.4, 1.0], [0.5, -2.3, -1.4], [0.0, 0.6, 0.6], [0.1, 0.7, 0.0], [-0.2, 0.0, 0.5], [-0.3, 0.1, -0.4], [0.2, -0.1, 0.0], [0.6, 0.0, 0.4], [0.3, 0.0, -0.3], [0.0, 0.0, 0.0], [-0.1, 0.3, 0.2], [0.5, 1.0, -0.7], [-0.1, 0.1, 0.3], [-0.7, 0.0, -0.6], [0.4, -0.2, 0.2], [-0.3, 0.5, 0.6], [0.0, -0.2, -0.3], [0.2, -0.5, 0.0], [0.2, -0.2, -0.1], [-0.3, -0.5, 0.5], [-0.1, 0.0, 0.4], [-0.2, 0.3, 0.0], [0.1, -0.1, 0.0], [0.4, 0.0, -0.1], [-0.9, -0.6, -1.1], [-0.6, 0.5, -0.4], [0.5, -0.1, -0.3], [0.1, 0.2, -0.2], [0.4, 0.3, -0.5], [-0.1, -0.6, 0.6], [-0.5, 0.3, 0.2], [0.3, -0.1, 0.4], [0.0, -0.1, 0.2], [0.4, 0.1, 0.4], [0.5, 0.0, 0.5], [-0.1, 0.1, -0.3], [0.1, -0.1, 0.6], [0.2, 0.7, -1.4], [0.4, -0.1, -0.1], [0.5, -0.1, 1.1], [-0.1, -0.4, 0.2], [0.0, 1.1, 0.4], [0.3, -0.4, -0.3], [-0.1, -0.4, -0.2], [0.0, 0.2, 0.0], [0.0, 0.2, 0.6], [-0.3, -0.6, 0.3], [-0.4, 0.1, 0.1], [-0.1, 0.1, -0.5], [-0.6, -0.1, 0.0], [0.1, 0.3, 1.0], [0.5, 0.1, 0.2], [0.3, 0.3, 0.1], [-0.3, -0.7, -0.3], [-0.5, 1.0, 0.0], [0.6, -0.4, 0.2], [-0.3, -0.2, 0.0], [-0.2, -0.3, -0.2], [0.1, -0.2, -0.3], [0.1, 0.0, -0.3], [0.0, 0.1, -0.3], [-0.5, -0.1, -0.2], [0.2, 0.0, 0.0], [0.2, 0.3, -0.2], [-0.5, 0.7, 1.4], [0.5, -1.2, -0.3], [0.1, 0.4, 0.4], [-0.9, -0.6, 0.4], [0.7, 0.4, -0.9], [0.2, 0.1, 0.2], [-0.2, -0.3, -0.3], [0.2, -0.4, -0.1], [0.0, 0.2, 0.1], [-0.1, 0.0, -0.4], [0.2, 0.1, 0.0], [-0.2, 0.3, -0.3], [-0.3, 0.0, 0.4], [-0.5, -0.3, -0.2], [-1.2, -1.3, 0.5], [0.3, -0.3, -0.3], [0.8, -0.3, 0.9], [-0.1, 0.4, -0.5], [0.0, 0.5, 0.1], [0.2, -0.2, 0.0], [0.1, 0.1, 0.0], [0.1, -0.1, -0.2], [0.2, 0.4, -0.2], [0.1, 0.5, -0.5], [0.8, 0.6, 0.2], [-0.6, -1.6, 0.4], [-1.9, 0.1, 0.5], [0.3, 0.9, 0.4], [0.2, -0.5, -0.4], [-0.1, -0.7, 0.9], [-0.3, 0.7, -0.9], [0.9, 0.0, -0.4], [0.3, 0.2, -0.3], [0.5, 0.6, 0.2], [0.3, 0.3, 0.2], [0.4, -0.1, -0.1], [0.0, 0.0, -0.3], [0.0, 0.0, 0.0], [0.4, -1.5, 0.3], [0.2, -0.4, -0.4], [1.0, 1.1, -0.1], [-0.4, -0.1, 0.0], [0.3, -0.8, -0.4], [-0.2, 0.3, 0.5], [-0.1, 0.4, -0.2], [-0.2, 0.6, -0.1], [-0.3, 0.2, 0.2], [0.0, 0.3, -0.1], [-0.2, 0.3, 0.3], [-0.3, -0.1, 0.2], [-0.4, -0.4, -0.2], [-0.1, 0.6, -0.5], [1.1, -1.7, 1.2], [0.1, 0.1, -0.1], [-0.4, 0.2, 0.0], [-0.1, -0.7, 0.0], [0.7, 0.4, -0.2], [-0.6, 0.6, -0.1], [-0.3, 0.2, 0.1], [-0.1, -0.1, -0.2], [0.1, 0.0, 0.3], [-0.2, 0.4, -0.7], [-0.1, 0.0, 0.0], [0.0, -0.1, 0.0], [-1.0, 0.9, -0.3], [0.1, -0.2, 0.9], [1.1, 0.2, 0.3], [-0.6, -0.2, 0.1], [0.7, -0.1, 0.9], [-0.4, 0.0, -0.5], [0.1, 0.1, -0.4], [0.3, -0.3, -0.1], [0.3, -0.4, 0.1], [0.2, 0.1, -0.1], [-0.2, 0.2, -0.4], [-0.4, -0.5, -0.6], [-0.2, 0.2, 0.1]], "total_energy_ha": -4884.6541, "max_force_ev_per_a": 2.69, "smiles": "FC(F)C(F)(F)COC(F)(F)C(F)F.C[C@H]1COC(=O)O1.C[C@H]1COC(=O)O1.C[C@H]1COC(=O)O1.C[C@H]1COC(=O)O1.C[C@H]1COC(=O)O1.C[C@H]1COC(=O)O1.C[C@H]1COC(=O)O1.C[C@H]1COC(=O)O1.C[C@H]1COC(=O)O1.C[C@H]1COC(=O)O1", "charge": 0, "multiplicity": 1, "gap_ev": 10.44}

(4)
{"formula": "C5H9NO", "method": "ωB97M-V/def2-TZVPD", "species": ["C", "C", "N", "C", "C", "C", "O", "H", "H", "H", "H", "H", "H", "H", "H", "H"], "positions_angstrom": [[1.05353, 1.51897, -0.53139], [0.97843, 0.02337, -0.49508], [1.59540, -0.58617, 0.74512], [0.24094, -0.94236, 0.35117], [-1.03489, -0.42775, 0.97641], [-2.14257, -0.51866, -0.07454], [-1.96690, -0.80210, -1.23560], [1.27476, 1.89986, 0.46959], [1.89485, 1.81903, -1.17367], [0.14574, 1.96380, -0.93174], [1.07980, -0.48097, -1.45598], [2.29018, -0.83934, -0.00009], [0.09279, -1.93964, -0.07386], [-0.95169, 0.62370, 1.28532], [-1.37719, -0.99010, 1.85075], [-3.17317, -0.32164, 0.29358]], "forces_ev_per_angstrom": [[-0.4, 0.2, 0.0], [-1.2, 0.5, -0.4], [1.0, 0.5, -1.3], [-0.3, 0.2, -0.7], [0.2, -0.1, 0.2], [0.1, -0.1, -0.2], [-0.1, 0.2, 0.6], [-0.3, 0.0, -0.2], [-0.3, -0.1, 0.1], [-0.1, 0.3, -0.1], [1.0, 0.2, -0.1], [0.0, -1.9, 2.0], [0.0, 0.3, -0.1], [0.0, -0.2, 0.0], [0.1, 0.0, 0.0], [0.2, 0.0, 0.0]], "total_energy_ha": -325.8057, "max_force_ev_per_a": 2.74, "smiles": "C[C@H]1N[C@H]1CC=O", "charge": 0, "multiplicity": 1, "gap_ev": 10.60}